1.
The following is a DFT calculation (ωB97M-V/def2-TZVPD) of a cluster of 3 separate species, C43H58BClN4O4S in total at a distorted geometry.

Positions of all 112 atoms, in Å:
C1 3.519 -0.895 1.463
C2 2.590 -0.405 0.895
C3 1.450 0.395 0.592
C4 0.281 -0.233 0.168
Cl1 0.267 -1.961 0.011
C5 -0.865 0.467 -0.117
B1 -2.154 -0.334 -0.614
O1 -2.998 -0.848 0.316
C6 -2.416 -0.523 -2.159
C7 -1.140 -0.524 -3.014
C8 -0.860 1.839 0.055
C9 0.294 2.472 0.479
C10 1.472 1.784 0.728
C11 2.725 2.505 1.145
C12 3.443 3.245 0.017
C13 3.966 2.384 -1.094
O2 3.586 1.259 -1.319
N1 4.903 2.989 -1.956
C14 6.029 3.640 -1.293
C15 6.839 2.935 -0.426
C16 7.892 3.585 0.195
C17 8.131 4.915 -0.080
C18 7.325 5.617 -0.954
C19 6.267 4.968 -1.570
S1 0.271 4.238 0.737
C20 -1.016 4.724 -0.380
C21 -1.014 6.002 -0.893
C22 -2.009 6.425 -1.751
C23 -2.994 5.521 -2.112
C24 -2.988 4.241 -1.604
C25 -2.013 3.825 -0.717
N2 -2.094 2.502 -0.205
H1 4.423 -1.339 1.787
H2 -2.735 -0.604 1.212
H3 -3.097 0.274 -2.469
H4 -2.943 -1.463 -2.321
H5 -0.571 0.396 -2.912
H6 -0.532 -1.393 -2.789
H7 -1.432 -0.624 -4.058
H8 3.378 1.845 1.702
H9 2.407 3.277 1.846
H10 2.797 4.003 -0.419
H11 4.269 3.797 0.461
H12 5.268 2.238 -2.532
H13 6.653 1.887 -0.235
H14 8.514 3.046 0.892
H15 8.949 5.432 0.399
H16 7.491 6.659 -1.179
H17 5.600 5.477 -2.247
H18 -0.249 6.712 -0.616
H19 -2.026 7.428 -2.142
H20 -3.768 5.828 -2.798
H21 -3.774 3.573 -1.923
H22 -2.740 2.428 0.572
C26 4.282 -4.190 -3.763
C27 2.823 -4.168 -3.271
C28 2.518 -5.437 -2.474
C29 2.392 -6.681 -3.352
C30 1.349 -6.453 -4.446
C31 1.614 -5.198 -5.281
N3 1.875 -4.010 -4.415
O3 0.750 -3.521 -3.991
C32 2.799 -5.452 -6.238
C33 0.412 -4.932 -6.184
C34 2.734 -2.960 -2.343
H23 4.955 -4.260 -2.908
H24 4.526 -5.029 -4.409
H25 4.520 -3.270 -4.300
H26 1.583 -5.302 -1.920
H27 3.299 -5.588 -1.726
H28 3.360 -6.942 -3.788
H29 2.091 -7.532 -2.738
H30 1.309 -7.322 -5.108
H31 0.364 -6.375 -3.977
H32 3.186 -4.514 -6.638
H33 2.476 -6.058 -7.084
H34 3.621 -5.999 -5.780
H35 -0.514 -4.834 -5.620
H36 0.285 -5.766 -6.873
H37 0.554 -4.022 -6.769
H38 2.886 -2.029 -2.891
H39 3.507 -3.026 -1.577
H40 1.776 -2.898 -1.832
C35 -5.022 -1.556 6.537
C36 -4.163 -0.496 5.822
C37 -3.997 0.735 6.715
C38 -5.268 1.575 6.819
C39 -5.760 1.966 5.426
C40 -5.953 0.767 4.495
N4 -4.756 -0.130 4.501
O4 -3.837 0.355 3.727
C41 -7.224 -0.009 4.902
C42 -6.220 1.269 3.078
C43 -2.802 -1.159 5.623
H41 -4.546 -1.840 7.476
H42 -6.022 -1.221 6.796
H43 -5.114 -2.454 5.925
H44 -3.192 1.364 6.320
H45 -3.679 0.417 7.710
H46 -6.043 1.031 7.364
H47 -5.061 2.479 7.396
H48 -6.702 2.512 5.505
H49 -5.036 2.657 4.983
H50 -7.238 -1.002 4.450
H51 -8.112 0.519 4.557
H52 -7.343 -0.116 5.979
H53 -5.426 1.920 2.714
H54 -7.143 1.847 3.066
H55 -6.327 0.438 2.379
H56 -2.874 -2.008 4.942
H57 -2.435 -1.525 6.582
H58 -2.058 -0.468 5.231

Cartesian forces (eV/Å) of the 2 atoms listed first:
C 0.87 -0.54 -0.18
C -0.43 0.84 0.58

Output
**Total charge**: 0
**Spin multiplicity**: 3
**DFT total energy**: -83714.193 eV
**Molar mass**: 773.29 g mol⁻¹
**HOMO-LUMO gap (spin up / spin down)**: 8.270 / 7.873 eV
**Expectation value of S²**: 2.008


2.
The following is a DFT calculation (ωB97M-V/def2-TZVPD) of an isolated molecule of CH3IS2 at a distorted geometry.

Positions of all 7 atoms, in Å:
S1 -2.183 -0.632 0.109
S2 -0.365 -1.234 -0.280
C1 0.684 0.317 -0.464
I1 2.775 -0.035 0.007
H1 -2.076 -0.268 1.547
H2 0.676 0.967 -1.380
H3 0.489 0.885 0.462

Cartesian forces (eV/Å) of the 2 atoms listed first:
S -1.14 1.42 2.51
S 2.43 0.09 -0.77

Output
**Total charge**: 0
**Spin multiplicity**: 1
**DFT total energy**: -30856.054 eV
**Molar mass**: 206.07 g mol⁻¹
**HOMO-LUMO gap**: 9.459 eV
**Energy relative to the best compared isomer or geometry (same formula, charge and spin)**: 54.7 kJ/mol
**Structure (SMILES)**: SSCI